# 1
{"formula": "C15H30AsF6N3O8PZr", "method": "ωB97M-V with the def2-TZVPD basis set", "charge": 2, "spin_multiplicity": 2, "s_squared": 0.756, "homo_energy_ev": [-15.71, -15.72], "species": ["Zr", "O", "C", "C", "N", "C", "C", "O", "O", "C", "C", "O", "O", "H", "H", "H", "H", "H", "H", "H", "H", "H", "C", "C", "O", "P", "O", "C", "C", "O", "C", "C", "H", "H", "H", "H", "H", "H", "H", "H", "H", "H", "H", "H", "H", "H", "H", "F", "As", "F", "F", "F", "F", "F", "C", "N", "C", "C", "N", "H", "H", "H", "H", "H", "H"], "positions_angstrom": [[-0.920, 0.494, -0.390], [-2.767, -0.603, -1.324], [-3.291, -1.910, -1.071], [-4.110, -2.003, 0.214], [-3.354, -1.932, 1.456], [-2.277, -2.875, 1.659], [-0.976, -2.436, 0.939], [-0.175, -3.248, 0.575], [-0.881, -1.136, 0.818], [-3.597, -0.923, 2.389], [-2.610, 0.373, 2.134], [-2.049, 0.765, 3.110], [-2.607, 0.797, 0.924], [-3.471, 0.002, -1.596], [-2.438, -2.586, -1.070], [-3.936, -2.197, -1.901], [-4.617, -2.976, 0.202], [-4.877, -1.231, 0.237], [-2.561, -3.856, 1.281], [-2.057, -2.953, 2.725], [-3.371, -1.243, 3.401], [-4.607, -0.524, 2.295], [4.577, 2.093, 2.732], [3.136, 2.500, 2.879], [2.378, 2.095, 1.683], [1.242, 1.004, 1.787], [1.351, 0.273, 0.287], [2.560, 0.391, -0.549], [3.580, -0.632, -0.120], [-0.107, 1.838, 1.131], [-0.644, 3.020, 1.851], [-0.034, 4.291, 1.321], [5.145, 2.484, 3.576], [5.005, 2.501, 1.817], [4.685, 1.008, 2.729], [3.018, 3.580, 2.936], [2.670, 2.049, 3.757], [2.926, 1.411, -0.474], [2.214, 0.223, -1.564], [3.924, -0.451, 0.899], [4.447, -0.576, -0.778], [3.166, -1.640, -0.169], [-0.437, 2.853, 2.909], [-1.719, 2.980, 1.702], [1.043, 4.317, 1.467], [-0.474, 5.131, 1.861], [-0.250, 4.423, 0.264], [-2.015, 2.290, -1.076], [-1.158, 2.675, -2.700], [0.214, 1.909, -1.706], [-0.726, 4.173, -2.068], [-0.173, 2.747, -4.055], [-2.612, 3.176, -3.369], [-1.539, 0.982, -2.954], [1.541, -2.721, -4.312], [1.304, -2.773, -2.860], [1.883, -3.889, -2.090], [0.602, -1.870, -2.269], [-0.037, -1.043, -1.758], [1.162, -3.635, -4.766], [2.610, -2.635, -4.499], [1.027, -1.864, -4.739], [1.501, -4.827, -2.489], [1.596, -3.799, -1.047], [2.967, -3.864, -2.188]], "lowdin_charge": [1.98, -0.18, -0.14, -0.06, -0.04, 0.01, -0.55, 0.14, -0.22, 0.01, -0.55, 0.16, -0.17, 0.13, 0.12, 0.15, 0.16, 0.15, 0.16, 0.16, 0.15, 0.16, -0.06, -0.24, -0.31, 0.99, -0.46, -0.23, -0.04, -0.50, -0.21, -0.03, 0.10, 0.09, 0.08, 0.12, 0.11, 0.12, 0.10, 0.07, 0.10, 0.08, 0.12, 0.11, 0.07, 0.10, 0.07, -0.33, 0.84, -0.33, -0.15, -0.14, -0.14, -0.25, 0.02, -0.15, 0.01, -0.18, 0.11, 0.10, 0.10, 0.10, 0.11, 0.08, 0.10]}

# 2
{"formula": "CH4N2O", "method": "ωB97M-V with the def2-TZVPD basis set", "spin_multiplicity": 3, "s_squared": 2.009, "homo_energy_ev": [-6.86, -10.08], "species": ["C", "N", "N", "O", "H", "H", "H", "H"], "positions_angstrom": [[-0.942, -0.446, 0.080], [0.127, 0.016, -0.721], [0.942, 0.843, -0.068], [-0.159, -1.567, -0.011], [-1.050, -0.058, 1.039], [-1.892, -0.594, -0.530], [1.250, 0.709, 0.873], [1.723, 1.097, -0.663]], "lowdin_charge": [-0.32, -0.14, 0.05, -0.01, 0.08, 0.15, 0.09, 0.10]}

# 3
{"formula": "C4H8N2O", "method": "ωB97M-V with the def2-TZVPD basis set", "smiles": "O=C1NCCCN1", "homo_energy_ev": -9.45, "species": ["O", "C", "N", "C", "C", "C", "N", "H", "H", "H", "H", "H", "H", "H", "H"], "positions_angstrom": [[-0.596, 2.759, 0.280], [-0.358, 1.566, 0.165], [-0.082, 0.764, 1.253], [0.455, -0.580, 1.149], [-0.158, -1.268, -0.065], [0.095, -0.417, -1.300], [-0.407, 0.921, -1.049], [0.114, 1.300, 2.085], [1.552, -0.569, 1.052], [0.208, -1.130, 2.064], [-1.238, -1.373, 0.081], [0.275, -2.265, -0.195], [-0.427, -0.836, -2.167], [1.171, -0.414, -1.536], [-0.606, 1.541, -1.818]], "lowdin_charge": [0.03, -0.57, 0.06, -0.20, -0.18, -0.20, 0.07, 0.14, 0.12, 0.12, 0.12, 0.11, 0.12, 0.12, 0.14]}

# 4
{"formula": "C26H22IMgP2S2", "method": "ωB97M-V with the def2-TZVPD basis set", "charge": -1, "homo_energy_ev": -4.41, "species": ["Mg", "S", "P", "C", "P", "S", "C", "C", "C", "C", "C", "C", "C", "C", "C", "C", "C", "C", "C", "C", "C", "C", "C", "C", "C", "C", "C", "C", "C", "C", "H", "H", "H", "H", "H", "H", "H", "H", "H", "H", "H", "H", "H", "H", "H", "H", "H", "H", "H", "H", "I", "C", "H", "H"], "positions_angstrom": [[5.619, 10.962, 12.541], [5.470, 8.503, 11.620], [7.243, 9.206, 11.051], [7.449, 10.873, 11.231], [6.829, 12.152, 10.376], [4.875, 12.619, 10.894], [7.611, 13.789, 10.744], [8.375, 14.488, 9.760], [8.697, 15.809, 10.044], [8.377, 16.392, 11.231], [7.803, 15.625, 12.246], [7.424, 14.333, 12.002], [7.033, 12.093, 8.583], [5.955, 12.514, 7.745], [6.106, 12.462, 6.384], [7.264, 12.000, 5.812], [8.281, 11.514, 6.633], [8.207, 11.530, 8.004], [8.568, 8.289, 11.964], [9.423, 8.960, 12.775], [10.434, 8.198, 13.464], [10.518, 6.829, 13.330], [9.565, 6.183, 12.531], [8.582, 6.887, 11.856], [7.489, 8.681, 9.238], [6.396, 8.431, 8.448], [6.555, 8.204, 7.072], [7.818, 8.114, 6.531], [8.898, 8.278, 7.339], [8.787, 8.606, 8.674], [8.761, 14.081, 8.817], [9.205, 16.352, 9.246], [8.559, 17.427, 11.389], [7.621, 16.190, 13.182], [6.980, 13.685, 12.749], [5.056, 12.761, 8.239], [5.226, 12.606, 5.788], [7.426, 11.946, 4.721], [9.194, 11.168, 6.123], [8.949, 11.162, 8.743], [9.475, 10.006, 12.885], [11.113, 8.821, 14.070], [11.271, 6.227, 13.829], [9.533, 5.114, 12.592], [7.820, 6.309, 11.268], [5.458, 8.410, 8.962], [5.743, 7.974, 6.435], [7.958, 7.735, 5.502], [9.977, 8.295, 6.900], [9.594, 8.780, 9.277], [7.656, 12.208, 15.390], [5.711, 11.429, 14.645], [5.039, 12.232, 14.908], [5.415, 10.637, 15.401]], "lowdin_charge": [0.17, 0.26, 0.36, -0.60, 0.41, 0.27, -0.31, -0.06, -0.12, -0.12, -0.08, -0.14, -0.32, -0.08, -0.11, -0.10, -0.11, -0.10, -0.35, -0.08, -0.07, -0.11, -0.11, -0.10, -0.30, -0.10, -0.07, -0.13, -0.13, -0.10, 0.10, 0.10, 0.09, 0.11, 0.04, 0.04, 0.09, 0.11, 0.11, 0.11, 0.07, 0.10, 0.09, 0.09, 0.12, 0.05, 0.09, 0.11, 0.13, 0.08, 0.48, -0.72, -0.10, -0.06]}

Going through the records in order, we get relative energy (zero: lowest compared OMol25 entry of this formula, charge and spin) values of 0.5161 2.2963 0.0345 0.0000 eV.